# CH5Cl2NP

2 unconnected molecules or ions with the total composition CH5Cl2NP (the ωB97M-V functional and the def2-TZVPD basis, the OMol25 dataset).

```
10
Properties=species:S:1:pos:R:3:forces:R:3
C 0.53078 0.62740 0.06987 -0.8 -1.2 -0.8
N -0.75429 -0.09737 0.01256 -1.6 0.8 -0.4
P 0.82085 1.99013 0.94401 0.5 0.7 -0.3
Cl 0.82078 -2.54515 -1.22504 -0.9 -0.5 -0.6
Cl -1.07306 2.66221 1.33426 0.1 -0.4 0.2
H 1.77011 -2.02058 -0.60404 1.0 0.2 0.6
H 1.18808 0.02640 -0.52035 1.2 0.4 0.1
H -1.45240 0.23914 -0.69143 0.9 0.1 0.1
H -0.67528 -1.14561 -0.20341 0.2 1.4 1.0
H -1.17559 0.26342 0.88358 -0.6 -1.4 0.1
```
Forces are in eV/Å.

Values from the calculation:
Total charge: +1
Energy relative to the best compared isomer or geometry (same formula, charge and spin): 1.1616 eV
E_tot: -36934.1558 eV

Atom charges from the natural (NBO) analysis, given in e for atoms 1 to 4:
1. C -0.595
2. N -0.743
3. P 0.912
4. Cl -0.221

***

# CH5Cl2PSi

A molecular structure, CH5Cl2PSi (the ωB97M-V functional and the def2-TZVPD basis, the OMol25 dataset).

```
10
Properties=species:S:1:pos:R:3:forces:R:3
C -0.73324 -0.91818 -0.36469 3.7 -0.1 -3.2
Si 1.44838 -0.22082 -0.93196 -3.3 -2.3 0.2
P 2.03041 1.68969 -0.11343 2.0 1.2 -0.6
Cl 2.72835 -1.82892 -0.50344 -0.3 0.8 0.1
Cl 1.48468 0.01971 -2.95178 0.0 -0.1 -0.6
H -0.51338 -1.60086 0.49156 -0.8 0.5 -1.0
H -1.12345 0.06432 -0.21343 -0.6 0.3 0.6
H -1.02571 -1.27663 -1.46358 0.5 0.2 2.9
H 0.80930 2.29899 -0.01049 -1.2 0.4 -0.7
H 1.65705 1.10201 1.02179 0.1 -0.9 2.4
```
Forces are in eV/Å.

Values from the calculation:
Energy relative to the best compared isomer or geometry (same formula, charge and spin): 1.5205 eV
E_tot: -43330.4869 eV

Atom charges from the natural (NBO) analysis, given in e for atoms 1 to 4:
1. C -0.898
2. Si 1.067
3. P -0.123
4. Cl -0.369

***

# CH5ClMgO4

A molecular structure, CH5ClMgO4 (the ωB97M-V functional and the def2-TZVPD basis, the OMol25 dataset).

```
12
Properties=species:S:1:pos:R:3:forces:R:3
Mg -0.23485 0.04174 -0.32794 -1.2 0.2 -1.6
C 0.30106 -0.05142 -2.68022 -0.1 0.0 0.5
H 1.30989 0.11920 -2.27024 -0.1 0.0 -0.1
H 0.25218 -1.08762 -3.02550 0.0 0.1 -0.1
H 0.15594 0.64605 -3.50959 0.0 -0.2 0.1
H -0.81294 0.17960 -1.95037 1.9 -0.4 -2.2
H -1.59588 0.30927 -1.36543 -2.0 0.4 1.7
O 2.04558 -0.27142 2.53649 -0.4 -0.1 -1.8
Cl 1.22675 -0.17262 1.37402 0.2 0.1 1.2
O -0.19439 0.10397 1.75511 1.1 -0.2 -0.3
O 1.55617 0.90274 0.38884 0.2 -0.5 1.4
O 1.12769 -1.36618 0.47924 0.4 0.4 1.3
```
Forces are in eV/Å.

Values from the calculation:
Energy relative to the best compared isomer or geometry (same formula, charge and spin): 2.0840 eV
E_tot: -27265.6369 eV

Atom charges from the natural (NBO) analysis, given in e for atoms 1 to 4:
1. Mg 1.744
2. C -1.130
3. H 0.210
4. H 0.221

***

# CH5CrN5O2Te4

A molecular structure, CH5CrN5O2Te4 (the ωB97M-V functional and the def2-TZVPD basis, the OMol25 dataset).

```
18
Properties=species:S:1:pos:R:3:forces:R:3
Cr -0.24390 1.81054 -0.05918 -0.4 -0.2 0.5
N -1.03993 -0.90326 0.83611 0.0 0.0 -0.1
N -0.15912 -1.75988 0.18746 -0.3 -0.4 0.6
C 0.78893 -1.23282 -0.57081 0.3 1.2 -0.3
N 1.67627 -2.01692 -1.16183 0.1 -0.4 -0.1
N 0.76267 0.11314 -0.65552 0.5 -1.2 -0.3
N 1.61056 0.79807 -1.46846 -1.3 -0.3 1.1
O 1.30808 1.98320 -1.35004 0.6 1.9 -0.9
O 2.47511 0.37888 -2.16507 1.2 -0.9 -0.8
H -0.82488 -0.78407 1.81582 0.0 0.1 0.1
H -2.00102 -1.13615 0.64844 -0.1 0.0 0.0
H -0.00846 -2.70188 0.52320 -0.2 -0.1 0.0
H 1.55569 -3.01547 -1.12904 0.0 0.0 0.0
H 2.35754 -1.62028 -1.78463 0.1 0.1 -0.1
Te -2.68056 2.28291 -0.82787 -0.6 0.2 -0.4
Te -3.45498 3.60369 1.41435 0.0 0.0 0.0
Te -2.35509 1.95633 3.22913 -0.1 -0.1 0.1
Te 0.23311 2.24398 2.51796 0.4 0.1 0.5
```
Forces are in eV/Å.

Values from the calculation:
Spin multiplicity: 5
E_tot: -70254.9952 eV

Atom charges from the natural (NBO) analysis, given in e for atoms 1 to 4:
1. Cr 0.981
2. N -0.643
3. N -0.393
4. C 0.650

***

# CH5ErO2

A molecular structure, CH5ErO2 (the ωB97M-V functional and the def2-TZVPD basis, the OMol25 dataset).

```
9
Properties=species:S:1:pos:R:3:forces:R:3
O -1.73370 1.21543 4.69968 0.7 1.0 1.9
Er -0.24210 1.04296 6.35185 -3.1 0.4 -3.5
H -2.09740 -0.21821 3.92479 -3.6 -1.5 -2.6
C -3.02051 1.97753 4.17352 0.7 1.1 1.2
H -3.85186 1.76569 4.87032 0.8 0.1 -0.1
H -2.74193 3.04671 4.17003 0.0 -0.5 0.7
H -3.47058 1.92031 3.16663 1.3 -1.5 0.1
O -2.86038 -0.62423 3.21808 3.0 1.0 1.9
H -3.62884 -0.93224 3.70413 0.1 0.0 0.3
```
Forces are in eV/Å.

Values from the calculation:
Spin multiplicity: 5
Total charge: +1
Energy relative to the best compared isomer or geometry (same formula, charge and spin): 1.2676 eV
E_tot: -32823.1981 eV

Atom charges from the natural (NBO) analysis, given in e for atoms 1 to 4:
1. O -1.119
2. Er 1.758
3. H 0.487
4. C -0.236

***

# CH5FN2

2 unconnected molecules or ions with the total composition CH5FN2 (the ωB97M-V functional and the def2-TZVPD basis, the OMol25 dataset).

```
9
Properties=species:S:1:pos:R:3:forces:R:3
C -1.26317 -0.35249 -0.03642 3.6 3.3 4.9
N 0.30410 0.87739 -0.01422 -4.5 -1.9 -3.0
N 1.46512 0.49964 0.36649 1.8 0.0 -0.4
F 2.13438 -0.68037 -0.39301 -0.7 0.2 -0.2
H -1.25609 -0.89038 -0.86274 0.9 -3.0 -3.6
H -0.99209 -0.86074 0.95698 -1.2 0.8 -1.7
H -2.07411 0.32854 -0.18544 -0.4 0.6 1.1
H 0.25026 1.08613 -1.04682 0.7 0.3 1.7
H 1.43161 -0.00772 1.21520 -0.2 -0.3 1.3
```
Forces are in eV/Å.

Values from the calculation:
Energy relative to the best compared isomer or geometry (same formula, charge and spin): 4.6702 eV
E_tot: -6810.7557 eV

Atom charges from the natural (NBO) analysis, given in e for atoms 1 to 4:
1. C -0.439
2. N -0.396
3. N -0.056
4. F -0.404

***

# CH5INP

A molecular structure, CH5INP (the ωB97M-V functional and the def2-TZVPD basis, the OMol25 dataset).

```
9
Properties=species:S:1:pos:R:3:forces:R:3
C -0.21551 -0.56568 1.09977 1.0 0.1 1.0
N 0.46604 -0.12328 -0.13541 -1.3 -2.5 1.3
P 0.62320 1.40674 -0.56555 -1.5 1.7 0.0
I -0.40892 -1.70294 -2.06434 0.4 0.6 0.9
H -0.01512 -1.63485 1.31121 0.7 0.8 0.1
H -0.08486 0.13669 1.99600 1.1 -0.9 -1.2
H -1.25486 -0.56298 1.19481 -2.3 0.3 -1.3
H 1.50655 1.15275 -1.55534 0.6 0.4 -1.4
H -0.61651 1.89356 -1.28114 1.3 -0.5 0.6
```
Forces are in eV/Å.

Values from the calculation:
Energy relative to the best compared isomer or geometry (same formula, charge and spin): 3.8236 eV
E_tot: -19994.6041 eV

Atom charges from the natural (NBO) analysis, given in e for atoms 1 to 4:
1. C -0.463
2. N -0.767
3. P 0.711
4. I -0.053

***

# CH5N2

2 unconnected molecules or ions with the total composition CH5N2 (the ωB97M-V functional and the def2-TZVPD basis, the OMol25 dataset).

```
8
Properties=species:S:1:pos:R:3:forces:R:3
C -0.24241 0.18004 -1.20856 -0.7 -0.7 3.0
N -1.35206 0.19108 -0.58733 2.0 -0.3 2.8
N 1.52045 0.07525 1.40087 -0.1 1.3 -2.2
H -0.13519 0.04876 -2.23708 0.2 0.2 -1.9
H -2.31876 0.18258 -0.79741 -1.3 0.1 -1.7
H -1.28519 0.11201 0.45614 0.1 0.5 -1.1
H 2.12836 -0.38708 0.71101 0.2 0.2 0.0
H 1.68480 -0.40264 2.26235 -0.3 -1.2 1.1
```
Forces are in eV/Å.

Values from the calculation:
Total charge: +1
Energy relative to the best compared isomer or geometry (same formula, charge and spin): 8.3142 eV
E_tot: -4083.6734 eV

Atom charges from the natural (NBO) analysis, given in e for atoms 1 to 4:
1. C 0.282
2. N -0.681
3. N -0.343
4. H 0.195

***

# CH5N2OP

2 unconnected molecules or ions with the total composition CH5N2OP (the ωB97M-V functional and the def2-TZVPD basis, the OMol25 dataset).

```
10
Properties=species:S:1:pos:R:3:forces:R:3
C -1.40849 -2.08917 0.73159 -0.9 -0.1 -2.2
N -2.04118 -2.03853 -0.32122 0.8 -0.6 2.0
N 0.68257 0.13190 0.00490 0.1 0.9 0.7
O -0.84016 -2.30484 1.72423 -0.2 0.2 0.0
P -0.49467 1.03345 0.86938 -1.3 0.4 -1.8
H 0.34791 0.17107 -0.92177 0.4 -0.6 -1.3
H -2.04346 -1.37524 -1.07026 0.1 0.2 0.2
H 0.89213 -0.78625 0.32238 0.1 -0.6 0.2
H -1.66844 0.65703 -0.01974 0.6 0.2 1.4
H -0.42223 2.11081 -0.09572 0.2 0.0 0.9
```
Forces are in eV/Å.

Values from the calculation:
Energy relative to the best compared isomer or geometry (same formula, charge and spin): 0.9993 eV
SMILES: N=C=O.NP
E_tot: -15433.6945 eV

Atom charges from the natural (NBO) analysis, given in e for atoms 1 to 4:
1. C 0.866
2. N -0.787
3. N -1.127
4. O -0.507

***

# CH5N2P

CH5N2P in the gas phase (the ωB97M-V functional and the def2-TZVPD basis, the OMol25 dataset).

```
9
Properties=species:S:1:pos:R:3:forces:R:3
C 0.77029 0.83198 -0.96935 0.2 0.1 -0.1
N -1.20866 -1.47929 1.57099 0.8 4.3 -1.6
N 0.10046 -0.15374 -0.16058 -0.1 -0.2 0.2
P -0.98131 0.13159 1.04781 -0.5 -4.7 1.3
H 0.27473 1.79222 -0.83431 0.1 0.1 -0.1
H 1.82057 0.93764 -0.68124 -0.1 0.1 -0.1
H 0.72740 0.55725 -2.02486 0.0 0.1 0.0
H -1.88403 -1.49711 2.32477 -0.2 0.2 0.2
H 0.38054 -1.12054 -0.27323 0.0 0.0 0.0
```
Forces are in eV/Å.

Values from the calculation:
Energy relative to the best compared isomer or geometry (same formula, charge and spin): 0.0000 eV
SMILES: [H]/N=P/NC
E_tot: -13386.5695 eV

Atom charges from the natural (NBO) analysis, given in e for atoms 1 to 4:
1. C -0.407
2. N -1.138
3. N -0.942
4. P 1.124

***

Max |F| values, unit eV/A, following the record order: 1.8, 4.9, 3.0, 2.2, 4.7, 6.9, 3.1, 3.5, 2.4, 4.9.